Entry 1:
ORCA calculation (wB97M-V/def2-TZVPD) on 2 unconnected molecules or ions with the total composition C5H14.

Each line ends with the Mulliken charge.
Cartesian coordinates (Å):
C: 0.243 -1.006 -1.623  -0.913
C: -1.228 -1.078 -1.397  -0.194
C: -1.952 0.197 -1.144  -1.042
H: 0.735 -0.350 -0.990  0.128
H: 0.462 -0.602 -2.697  0.310
H: 0.703 -1.976 -1.684  0.335
H: -1.846 -1.579 -2.115  0.399
H: -1.412 -1.572 -0.456  0.209
H: -2.228 0.244 -0.024  0.197
H: -1.464 1.134 -1.268  0.318
H: -2.886 0.286 -1.689  0.320
C: 1.698 1.369 2.305  -1.000
C: 0.950 0.249 1.489  -0.798
H: 2.742 1.356 2.130  0.331
H: 1.154 2.309 2.280  0.282
H: 1.966 1.035 3.374  0.271
H: 1.211 0.364 0.381  0.177
H: -0.145 0.356 1.554  0.217
H: 1.297 -0.735 1.575  0.452

Calculated values
Frontier orbital gap ... 11.81 eV
Energy relative to the best compared isomer or geometry (same formula, charge and spin) ... 1.561 eV
M ... 74.2 g mol⁻¹
Max |F| ... 4.58 eV/A
Energy ... -198.83179 hartree
Charge ... 0
E_LUMO ... 1.109 eV

Entry 2:
ORCA calculation (wB97M-V/def2-TZVPD) on 2 unconnected molecules or ions with the total composition C5H14.

Each line ends with the Mulliken charge.
Cartesian coordinates (Å):
C: -0.357 -1.376 -2.987  -1.155
C: 0.420 -1.015 -1.708  -0.141
C: -0.313 -1.722 -0.553  -1.249
H: 0.074 -1.048 -3.852  0.387
H: -1.379 -0.981 -3.077  0.314
H: -0.208 -2.458 -3.058  0.294
H: 1.329 -1.645 -1.672  0.182
H: 0.594 0.047 -1.511  0.324
H: -1.391 -1.370 -0.534  0.285
H: -0.493 -2.806 -0.640  0.338
H: -0.140 -1.496 0.438  0.419
C: 1.023 1.944 2.694  -0.751
C: -0.496 1.988 2.062  -0.581
H: 0.762 1.700 3.749  0.246
H: 1.528 1.258 2.102  0.251
H: 1.545 2.886 2.507  0.255
H: -0.651 1.132 1.329  0.083
H: -0.693 2.985 1.695  0.260
H: -1.154 1.977 3.016  0.239

Calculated values
Frontier orbital gap ... 12.16 eV
Energy relative to the best compared isomer or geometry (same formula, charge and spin) ... 1.655 eV
M ... 74.2 g mol⁻¹
Max |F| ... 4.15 eV/A
Energy ... -198.82832 hartree
Charge ... 0
E_LUMO ... 1.085 eV

Entry 3:
ORCA calculation (wB97M-V/def2-TZVPD) on 2 unconnected molecules or ions with the total composition C5H14.

Each line ends with the Mulliken charge.
Cartesian coordinates (Å):
C: 0.628 0.412 0.225  -1.051
C: 2.159 0.379 0.683  -0.335
C: 3.055 0.069 -0.510  -1.130
H: 0.202 0.090 -0.721  0.397
H: 0.326 1.471 0.256  0.280
H: 0.175 -0.182 1.027  0.254
H: 2.368 1.327 1.126  0.305
H: 2.182 -0.446 1.411  0.257
H: 3.031 0.963 -1.139  0.284
H: 4.119 -0.035 -0.177  0.323
H: 2.771 -0.790 -1.099  0.341
C: -2.369 0.074 -0.568  -0.526
C: -2.974 -0.958 0.367  -0.873
H: -2.062 -0.156 -1.622  0.333
H: -3.013 0.913 -0.879  0.362
H: -1.454 0.507 -0.123  -0.059
H: -3.906 -1.378 -0.013  0.337
H: -3.048 -0.531 1.351  0.266
H: -2.188 -1.729 0.407  0.237

Calculated values
Frontier orbital gap ... 11.79 eV
Energy relative to the best compared isomer or geometry (same formula, charge and spin) ... 1.101 eV
M ... 74.2 g mol⁻¹
Max |F| ... 3.36 eV/A
Energy ... -198.84871 hartree
Charge ... 0
E_LUMO ... 1.049 eV

Entry 4:
ORCA calculation (wB97M-V/def2-TZVPD) on 2 unconnected molecules or ions with the total composition C5H14.

Each line ends with the Mulliken charge.
Cartesian coordinates (Å):
C: 0.207 0.530 -2.249  -1.097
C: -0.109 1.663 -1.292  -0.155
C: 0.642 1.552 0.035  -1.054
H: -0.194 0.722 -3.240  0.362
H: -0.169 -0.441 -1.915  0.217
H: 1.283 0.427 -2.418  0.304
H: 0.185 2.570 -1.835  0.297
H: -1.187 1.771 -1.168  0.254
H: 1.000 0.545 0.247  0.189
H: 1.506 2.222 0.058  0.375
H: 0.002 1.859 0.860  0.307
C: -0.852 -1.613 1.007  -0.641
C: 0.064 -1.771 2.202  -0.954
H: -1.762 -2.199 1.109  0.361
H: -1.066 -0.557 0.834  0.149
H: -0.448 -1.929 0.045  0.182
H: 0.043 -2.767 2.623  0.340
H: -0.262 -1.093 2.987  0.257
H: 1.119 -1.491 2.109  0.306

Calculated values
Frontier orbital gap ... 12.45 eV
Energy relative to the best compared isomer or geometry (same formula, charge and spin) ... 0.261 eV
M ... 74.2 g mol⁻¹
Max |F| ... 0.86 eV/A
Energy ... -198.87956 hartree
Charge ... 0
E_LUMO ... 1.168 eV

- Number 2 is which compound?
  C5H14

- Which of these has the highest E_LUMO?
  number 4